w | The following is a DFT calculation (the ωB97M-V functional and the def2-TZVPD basis) of the molecule C2H6N6.

Its orbital gap is 8.7207 eV.

Geometry as ORCA input:
```
! wB97M-V def2-TZVPD RIJCOSX def2/J DEFGRID3
* xyz 0 1
N 0.511 0.578 0.024
N 1.314 -1.395 -0.112
N -1.048 -1.287 -0.246
N 2.411 -0.576 -0.049
N -2.051 -0.323 0.048
N -0.184 1.783 -0.247
C 1.884 0.572 -0.043
C 0.131 -0.748 -0.069
H -0.975 1.446 -0.787
H 2.423 1.512 0.177
H -2.323 -0.511 1.012
H 1.401 -2.380 0.080
H -0.635 1.954 0.656
H -2.858 -0.625 -0.443
*
```

x | The following is a DFT calculation (the ωB97M-V functional and the def2-TZVPD basis) of the molecule C2H6N6.

Its orbital gap is 9.5110 eV.

Geometry as ORCA input:
```
! wB97M-V def2-TZVPD RIJCOSX def2/J DEFGRID3
* xyz 0 1
N 2.602 0.353 0.091
N 1.327 -1.348 -0.250
N 2.555 -0.895 0.053
N 0.961 2.073 -0.019
N 0.439 -0.263 -0.268
N -0.716 -0.442 0.538
C -1.940 -0.162 -0.199
C 1.285 0.860 -0.080
H 1.008 -2.190 0.202
H -2.067 -0.931 -0.959
H -0.043 2.172 -0.257
H -0.650 0.155 1.352
H -2.782 -0.212 0.504
H -1.979 0.831 -0.709
*
```

w is the most stable structure; the next one sits 0.788 eV above it.

w | The following is a DFT calculation (the ωB97M-V functional and the def2-TZVPD basis) of a 4-piece molecular cluster, C2H6N6 overall.

Its orbital gap is 7.2277 eV.

Geometry as ORCA input:
```
! wB97M-V def2-TZVPD RIJCOSX def2/J DEFGRID3
* xyz 0 1
N -0.972 -1.782 -2.105
N 1.429 2.155 0.459
N -0.116 -0.817 1.169
N 0.040 0.483 -0.639
N 0.052 0.621 1.714
N -1.034 -1.849 -0.673
C -0.463 -0.804 -0.209
C 0.639 0.921 0.434
H -1.318 1.231 1.384
H -0.381 -1.801 2.332
H -0.163 -0.905 -2.161
H -1.877 -1.586 -2.647
H 1.739 2.554 -0.373
H 2.425 1.581 1.313
*
```

x | The following is a DFT calculation (the ωB97M-V functional and the def2-TZVPD basis) of C2H6N6 as an isolated structure.

Its orbital gap is 8.8109 eV.

Geometry as ORCA input:
```
! wB97M-V def2-TZVPD RIJCOSX def2/J DEFGRID3
* xyz 0 1
N -0.270 0.418 -1.771
N -0.192 -2.170 -1.087
N -0.547 0.017 -0.379
N 1.002 0.188 1.291
N 0.933 -1.074 1.012
N -0.054 0.898 0.607
C 0.014 -1.215 -0.236
C -0.513 2.265 0.931
H -1.567 2.281 1.367
H -1.501 1.155 -2.113
H -0.179 -0.760 -2.323
H 0.065 2.686 1.790
H -0.360 3.081 -0.042
H 0.423 -2.676 -0.565
*
```

x is the most stable structure; the next one sits 2.736 eV above it.

w | The following is a DFT calculation (the ωB97M-V functional and the def2-TZVPD basis) of an isolated ion of composition CH6N3O and charge +1.

Its orbital gap (spin up / spin down) is 7.4694 / 7.4429 eV.

Geometry as ORCA input:
```
! wB97M-V def2-TZVPD RIJCOSX def2/J DEFGRID3
* xyz 1 1
O 1.418 0.652 -1.154
N 0.414 -0.183 0.783
N -0.820 1.376 -0.332
N 1.280 -0.403 -0.440
C -0.807 0.140 0.202
H 2.154 -0.516 0.011
H -1.501 1.722 -1.000
H 1.014 -1.315 -0.938
H 0.816 0.586 1.237
H -1.583 0.186 0.933
H -0.925 -0.676 -0.453
*
```

x | The following is a DFT calculation (the ωB97M-V functional and the def2-TZVPD basis) of an isolated ion of composition CH6N3O and charge +1.

Its orbital gap is 11.5745 eV.

Geometry as ORCA input:
```
! wB97M-V def2-TZVPD RIJCOSX def2/J DEFGRID3
* xyz 1 1
O -2.121 0.038 -0.062
N -0.977 0.868 0.088
N 0.166 -1.319 0.051
N 1.320 0.703 -0.107
C 0.293 -0.019 0.139
H 2.335 0.506 -0.288
H -0.832 -1.795 -0.068
H -2.544 0.358 -0.891
H -1.093 1.512 0.964
H 1.190 1.765 -0.084
H 0.857 -2.094 -0.043
*
```

x is the most stable structure; the next one sits 6.221 eV above it.

w | The following is a DFT calculation (the ωB97M-V functional and the def2-TZVPD basis) of a 3-piece molecular cluster, C5H6OSi overall.

Its orbital gap is 9.5153 eV.

Geometry as ORCA input:
```
! wB97M-V def2-TZVPD RIJCOSX def2/J DEFGRID3
* xyz 0 1
Si -1.170 -0.245 0.983
O 2.913 -0.842 0.591
C 2.869 0.297 0.086
C -1.809 -1.601 -0.044
C -0.752 1.294 -0.191
C -0.797 2.327 -0.808
C -2.429 -2.431 -0.655
H -2.783 -3.285 -1.190
H 0.844 -0.456 0.854
H -1.941 0.045 2.044
H -0.736 3.287 -1.384
H 3.702 0.957 0.433
H 2.090 0.652 -0.719
*
```

x | The following is a DFT calculation (the ωB97M-V functional and the def2-TZVPD basis) of a 3-piece molecular cluster, C5H6OSi overall.

Its orbital gap is 7.3073 eV.

Geometry as ORCA input:
```
! wB97M-V def2-TZVPD RIJCOSX def2/J DEFGRID3
* xyz 0 1
Si 0.584 0.714 1.300
O -0.435 -2.125 -0.480
C 2.262 2.455 -0.512
C -3.306 1.420 0.384
C -2.417 0.689 0.156
C 0.684 -1.845 -0.035
C 1.493 1.859 0.220
H 1.114 -2.544 0.790
H 1.345 1.079 2.619
H -1.575 0.233 -0.113
H 1.380 -1.190 -0.608
H 2.745 2.853 -1.325
H -4.253 1.912 0.462
*
```

w is the most stable structure; the next one sits 0.392 eV above it.

w | The following is a DFT calculation (the ωB97M-V functional and the def2-TZVPD basis) of the molecule C5H13N.

Its orbital gap is 10.0546 eV.

Geometry as ORCA input:
```
! wB97M-V def2-TZVPD RIJCOSX def2/J DEFGRID3
* xyz 0 1
N -1.330 0.473 -0.019
C 0.458 -1.558 -1.069
C 0.093 0.620 0.019
C 2.054 -0.685 0.753
C -1.931 1.844 0.063
C 0.689 -0.735 0.179
H -0.554 -1.586 -1.545
H 2.101 -0.121 1.727
H -1.537 -0.078 0.790
H 0.283 -2.641 -0.848
H 0.499 1.104 -0.910
H 2.730 -0.267 0.113
H -1.621 2.337 0.939
H -3.011 1.754 0.044
H 2.393 -1.666 1.064
H 0.344 1.275 1.014
H 1.169 -1.238 -1.802
H -1.731 2.232 -0.994
H 0.063 -1.332 0.864
*
```

x | The following is a DFT calculation (the ωB97M-V functional and the def2-TZVPD basis) of a 2-piece molecular cluster, C5H13N overall.

Its orbital gap is 5.7430 eV.

Geometry as ORCA input:
```
! wB97M-V def2-TZVPD RIJCOSX def2/J DEFGRID3
* xyz 0 1
N -0.963 -0.726 -0.302
C -0.371 0.538 -0.401
C 2.039 0.531 0.517
C 0.605 0.904 0.681
C 2.451 -0.742 -0.222
C -1.881 -0.981 0.848
H 3.509 -1.018 -0.420
H -2.626 -0.229 1.001
H -3.479 0.706 -2.347
H -3.300 0.306 -1.769
H -1.117 1.394 -0.452
H 2.025 -0.692 -1.233
H 1.705 1.480 -0.166
H 2.725 0.753 1.280
H 1.926 -1.603 0.377
H -1.303 -0.970 1.746
H 0.030 0.725 -1.391
H -2.351 -1.965 0.704
H 0.374 1.589 1.549
*
```

y | The following is a DFT calculation (the ωB97M-V functional and the def2-TZVPD basis) of the molecule C5H13N.

Its orbital gap is 9.9326 eV.

Geometry as ORCA input:
```
! wB97M-V def2-TZVPD RIJCOSX def2/J DEFGRID3
* xyz 0 1
N -0.853 0.028 -0.441
C 2.200 -0.048 -0.708
C 0.072 -0.676 0.389
C -2.118 -0.684 -0.298
C -0.963 1.402 0.046
C 1.483 -0.012 0.638
H 3.293 0.101 -0.639
H -0.373 -0.959 1.379
H -3.003 -0.140 -0.683
H 0.257 -1.753 -0.139
H -1.089 1.468 1.131
H -1.994 -1.698 -0.596
H 1.922 -0.558 1.494
H -2.345 -0.874 0.837
H -0.030 1.853 -0.197
H 1.274 1.074 1.010
H 2.210 -1.006 -1.165
H -1.697 1.812 -0.595
H 1.753 0.670 -1.464
*
```

z | The following is a DFT calculation (the ωB97M-V functional and the def2-TZVPD basis) of a 2-piece molecular cluster, C5H13N overall.

Its orbital gap is 10.2644 eV.

Geometry as ORCA input:
```
! wB97M-V def2-TZVPD RIJCOSX def2/J DEFGRID3
* xyz 0 1
N 0.633 -2.876 -1.621
C -0.461 2.749 0.807
C -0.442 1.526 -0.159
C -0.430 -2.927 -2.331
C 0.457 -3.237 -0.191
C 0.771 2.678 1.716
H 0.622 -4.312 -0.120
H 0.684 1.868 2.440
H 1.741 2.706 1.214
H -0.899 0.646 0.280
H 0.836 3.516 2.421
H -1.175 1.764 -0.949
H 1.184 -2.597 0.322
H -0.508 -2.996 0.278
H -1.394 2.732 1.372
H -1.369 -2.929 -1.749
H 0.524 1.538 -0.657
H -0.361 3.644 0.188
H -0.414 -3.495 -3.261
*
```

y is the most stable structure; the next one sits 0.186 eV above it.

w | The following is a DFT calculation (the ωB97M-V functional and the def2-TZVPD basis) of the molecule C5H13N.

Its orbital gap is 10.4486 eV.

Geometry as ORCA input:
```
! wB97M-V def2-TZVPD RIJCOSX def2/J DEFGRID3
* xyz 0 1
N 0.827 -1.144 0.979
C 0.727 -0.469 -0.308
C -1.779 -0.861 -0.432
C 1.864 0.510 -0.564
C -0.679 0.200 -0.411
C -0.932 1.216 0.708
H -0.706 0.720 -1.387
H 1.814 1.016 -1.519
H 1.881 1.283 0.222
H -1.612 -1.585 -1.239
H 2.814 -0.020 -0.509
H -1.908 1.648 0.536
H 1.658 -1.741 0.998
H -1.766 -1.421 0.498
H -0.986 0.725 1.670
H -2.759 -0.390 -0.614
H 0.769 -1.262 -1.078
H 0.963 -0.443 1.700
H -0.189 2.018 0.751
*
```

x | The following is a DFT calculation (the ωB97M-V functional and the def2-TZVPD basis) of C5H13N as an isolated structure.

Its orbital gap is 7.1508 eV.

Geometry as ORCA input:
```
! wB97M-V def2-TZVPD RIJCOSX def2/J DEFGRID3
* xyz 0 1
N -0.203 1.675 -1.501
C 1.373 -0.940 -0.839
C -0.798 1.059 1.352
C -0.700 -1.808 0.444
C 0.070 -0.587 -0.123
C 0.305 0.383 0.961
H -0.835 2.255 -0.951
H -0.362 -2.744 0.017
H 2.135 -1.284 -0.133
H -0.594 -1.802 1.530
H 0.523 2.246 -1.913
H -1.784 0.751 1.034
H -0.014 1.560 0.325
H 1.207 0.334 1.554
H -0.348 0.150 -0.923
H 1.716 -0.087 -1.400
H -1.772 -1.694 0.238
H 1.203 -1.657 -1.648
H -0.753 1.562 2.315
*
```

y | The following is a DFT calculation (the ωB97M-V functional and the def2-TZVPD basis) of a 2-piece molecular cluster, C5H13N overall.

Its orbital gap is 9.9572 eV.

Geometry as ORCA input:
```
! wB97M-V def2-TZVPD RIJCOSX def2/J DEFGRID3
* xyz 0 1
N 0.510 -1.761 0.666
C 1.305 1.965 -0.402
C -0.101 1.443 -0.723
C -0.139 0.342 -1.764
C -1.796 -1.673 1.493
C -0.489 -1.843 1.680
H 1.700 2.513 -1.261
H 0.767 -0.791 0.517
H -0.562 1.107 0.213
H -0.974 -0.354 -1.689
H -2.227 -1.089 0.691
H -0.127 -2.065 2.683
H -0.154 0.730 -2.783
H 2.023 1.159 -0.218
H -2.422 -2.031 2.299
H -0.679 2.317 -1.028
H 1.340 -2.292 0.883
H 1.259 2.600 0.481
H 0.764 -0.276 -1.740
*
```

w is the most stable structure; the next one sits 1.425 eV above it.